Record 1
24
Properties=species:S:1:pos:R:3:forces:R:3:nbo_charge:R:1 method="wB97M-V/def2-TZVPD" total_energy_ev=-11606.925 e_above_lowest_kj_mol=68.7 largest_force_ev_per_a=1.72 homo_ev=-8.372 homo_lumo_gap_ev=9.24 smiles=Cc1ccc(O)cc1.CC
C 2.009196 1.958518 -1.035707 0.245 0.897 -0.714 -0.6333
C 0.858383 0.988940 -1.134516 0.289 0.670 -0.300 -0.0394
C -0.048179 0.813098 -0.079694 0.351 -0.864 -1.307 -0.1989
C -0.925358 -0.251412 -0.205954 -0.880 -0.055 0.447 -0.2514
C -0.995654 -1.061480 -1.340814 0.594 0.677 0.524 0.2909
O -1.925078 -2.053408 -1.318427 -0.334 -0.301 -0.004 -0.6741
C -0.127958 -0.822841 -2.388752 -0.372 0.076 -0.934 -0.2820
C 0.758197 0.241274 -2.319104 0.246 0.190 1.654 -0.1980
H 2.415710 2.236114 -2.019089 -0.057 -0.612 -0.032 0.2098
H 2.841982 1.548118 -0.465159 -0.067 0.053 0.177 0.2183
H 1.775642 2.965957 -0.683034 -0.339 -0.276 0.688 0.2164
H -0.066928 1.489239 0.761501 0.090 -0.147 0.199 0.2195
H -1.665259 -0.471608 0.556283 0.069 0.122 0.103 0.2185
H -2.173411 -2.331303 -2.205678 0.212 0.047 -0.031 0.4813
H -0.230835 -1.405823 -3.300041 0.153 -0.038 0.040 0.2071
H 1.488810 0.522083 -3.062259 -0.195 -0.442 -0.469 0.2142
C 0.705714 -0.387759 3.907664 1.517 -0.202 -0.639 -0.6266
C -0.538361 0.436573 4.094183 -0.860 1.337 -0.658 -0.6237
H 0.691069 -1.474655 3.783984 -0.891 -0.015 0.806 0.2144
H 1.200721 -0.176828 2.948055 -0.285 0.585 0.055 0.2086
H 1.471496 -0.145585 4.642081 -0.030 -0.101 0.225 0.2062
H -1.394284 0.072207 3.529224 -0.070 -0.256 0.081 0.2069
H -0.392996 1.455603 3.700897 0.335 -0.287 -0.379 0.2022
H -0.895528 0.749649 5.076508 0.279 -1.057 0.469 0.2129

---

Record 2
18
Properties=species:S:1:pos:R:3:forces:R:3:nbo_charge:R:1 method="wB97M-V/def2-TZVPD" total_energy_ev=-13426.009 e_above_lowest_kj_mol=131.6 largest_force_ev_per_a=1.27 homo_ev=-9.961 homo_lumo_gap_ev=10.20 smiles="N#CC/C(=C/C(=O)O)CN"
N 2.984152 -2.496155 0.173097 -0.849 0.407 -0.413 -0.3082
C 2.046354 -2.042780 -0.327298 0.724 -0.367 0.410 0.2780
C 0.857272 -1.461769 -0.968148 0.169 -0.003 -0.188 -0.5339
C 0.338143 -0.233142 -0.240328 -0.309 0.377 -0.584 0.0500
C 0.365794 0.957803 -0.848454 -0.374 -0.630 -0.010 -0.3102
C -0.203894 2.245371 -0.337539 0.433 1.191 0.104 0.7723
O 0.477326 3.115905 0.150255 -0.590 -0.941 -0.151 -0.5460
O -1.505435 2.506368 -0.627356 0.264 -0.068 -0.100 -0.6630
C -0.240183 -0.503425 1.126342 0.307 -0.561 0.341 -0.2655
N -1.446130 0.238135 1.423384 -0.584 0.180 -0.318 -0.8340
H 0.080885 -2.243330 -0.992179 0.176 0.248 0.037 0.2538
H 1.113051 -1.227331 -2.009856 -0.031 -0.010 0.269 0.2570
H 0.811449 1.055977 -1.842053 -0.052 -0.051 0.270 0.2308
H -1.917128 1.770073 -1.097281 0.160 -0.065 0.176 0.4822
H 0.531039 -0.232775 1.865334 -0.252 -0.027 -0.122 0.2292
H -0.364017 -1.598547 1.221349 0.041 0.219 -0.003 0.1726
H -1.649496 0.245417 2.415665 0.002 -0.011 -0.172 0.3766
H -2.279181 -0.095795 0.915064 0.766 0.112 0.452 0.3586

---

Record 3
8
Properties=species:S:1:pos:R:3:forces:R:3:nbo_charge:R:1 method="wB97M-V/def2-TZVPD" total_energy_ev=-43013.746 e_above_lowest_kj_mol=156.2 largest_force_ev_per_a=3.51 homo_ev=-9.678 homo_lumo_gap_ev=8.86
F -0.078286 0.070950 -1.871477 -1.700 -0.036 3.065 -0.6656
P 1.016916 0.783755 0.575114 0.504 -0.895 -1.421 0.0865
P -0.989075 0.149569 0.035461 0.234 0.208 -2.483 0.8820
S -2.503667 1.307991 0.262459 0.705 -0.682 -0.308 -0.3690
S -1.289883 -1.887597 0.368941 1.923 1.005 -0.473 -0.1781
H 0.658446 1.390773 1.750383 -0.479 0.890 0.600 -0.0073
H 0.795914 1.763959 -0.447165 0.200 0.137 0.826 0.0675
H 0.105531 -1.901424 0.160848 -1.387 -0.627 0.193 0.1840

---

Record 4
44
Properties=species:S:1:pos:R:3:forces:R:3:nbo_charge:R:1 method="wB97M-V/def2-TZVPD" total_energy_ev=-86059.829 largest_force_ev_per_a=10.02 homo_ev=-2.941 charge=-1 homo_lumo_gap_ev=2.80
Na -2.122506 -3.684152 0.069456 -0.094 0.818 -1.498 0.9272
Na -0.325086 0.281118 3.562066 0.728 -0.665 -1.031 0.9544
Na -0.168536 -2.316962 -3.233824 -0.077 0.412 0.733 0.9649
Na 2.796344 -3.382692 1.835656 -0.958 0.812 -0.956 0.9652
Na -1.608276 0.973528 -1.414794 0.157 -0.555 -0.765 0.9326
Na 2.669164 -1.402462 -1.163504 -1.111 0.248 -0.461 0.9387
Na -2.554946 2.711988 2.554786 -0.012 -1.056 -0.859 0.9583
Na -0.459396 -3.421432 2.703346 0.217 1.206 -1.145 0.9630
Na -0.109576 -0.852332 0.384176 -0.226 -0.359 -0.502 0.9011
C -2.878786 -1.771102 -1.941284 -2.123 -0.068 -1.667 0.9048
O -3.686056 -2.605052 -1.526644 -2.062 -3.282 2.188 -0.8988
O -3.079746 -1.192952 -3.016564 0.168 1.948 -2.880 -0.8801
O -1.862256 -1.504252 -1.273494 5.344 1.242 3.323 -1.0249
C 2.122214 -0.741102 2.297366 0.528 2.449 1.507 0.8881
O 1.240604 -1.563632 2.470666 -6.927 -5.393 4.825 -1.0015
O 2.570004 -0.908842 1.193436 5.886 0.097 -7.653 -0.9432
O 2.422534 0.187478 3.054996 -0.116 1.679 1.912 -0.8411
C 0.845684 0.531608 -2.670034 -0.701 -0.078 -1.777 0.9300
O 1.483324 -0.355372 -3.195634 3.590 -4.945 -3.374 -0.9195
O 0.155074 1.311848 -3.312094 -2.422 3.181 -1.630 -0.8583
O 0.853434 0.512298 -1.447424 -0.562 0.811 8.193 -0.9892
C -2.439626 -0.293422 1.912886 -1.620 -0.496 1.309 0.9079
O -3.555596 -0.121432 2.372356 -3.988 2.438 1.359 -0.8433
O -1.703316 0.668398 1.570826 2.866 3.922 -0.957 -1.0234
O -1.988866 -1.432402 1.947186 3.617 -5.274 -0.210 -0.9417
C 0.553094 -4.044842 -0.872994 -2.881 -2.748 -3.117 0.9115
O -0.327706 -4.766472 -1.379324 -2.724 -1.633 -0.803 -0.8921
O 1.368354 -3.521782 -1.584564 5.402 3.833 -3.775 -0.9121
O 0.550584 -3.851212 0.321256 0.203 1.516 9.527 -1.0053
O 5.203764 0.529858 0.816086 0.829 -0.030 -0.135 -0.9676
H 4.477334 -0.006192 1.134176 -0.871 -0.115 0.254 0.4928
H 4.910984 0.848518 -0.037704 -0.152 0.215 -0.119 0.4643
O -3.545616 2.447658 -0.949024 0.388 0.300 0.267 -0.9516
H -3.861616 2.104918 -0.113014 -0.172 -0.538 0.193 0.4757
H -4.332396 2.768938 -1.389474 -0.129 -0.066 -0.334 0.4853
O 0.085894 3.813028 -2.343874 -0.148 1.581 0.837 -0.9921
H -0.768706 4.051418 -2.703134 -0.089 -0.017 -0.154 0.4464
H 0.250414 2.932148 -2.680344 0.081 -1.539 -0.665 0.5038
O 1.282314 1.998528 0.800706 -0.260 0.475 1.025 -1.0147
H 1.119584 1.607768 -0.057814 -0.214 -0.399 -1.541 0.5202
H 1.705724 1.303378 1.304416 0.663 -0.068 0.395 0.4862
O 1.025534 4.417158 1.934056 -0.419 1.245 0.661 -0.9586
H 1.166564 3.644618 1.386776 0.240 -1.020 -0.655 0.5139
H 0.520104 4.093888 2.679886 0.154 -0.088 0.158 0.4226

---

Record 5
105
Properties=species:S:1:pos:R:3:forces:R:3:mulliken_charge:R:1 method="wB97M-V/def2-TZVPD" total_energy_ev=-72939.330 e_above_lowest_kj_mol=366.0 largest_force_ev_per_a=4.34 homo_ev=-10.336 homo_lumo_gap_ev=10.88 smiles="CCOC(=O)OC.CCOC(=O)OC.CCOC(=O)OC.CCOC(=O)OC.CCOC(=O)OC.CCOC(=O)OC.CCOC(=O)OC"
C -1.098050 6.071377 2.729003 -1.244 -0.992 1.310 -1.0427
C -2.443818 5.271585 2.985071 2.025 1.084 1.026 -0.3989
O -2.756756 4.662306 1.800110 -1.880 -2.638 -1.532 -0.1796
C -3.554397 3.505991 1.888255 1.185 0.739 2.016 0.7111
O -3.794292 2.808932 2.863669 0.696 1.479 -1.251 -0.6305
O -3.953502 3.328193 0.680331 -1.426 -1.358 -2.441 -0.0891
C -4.617934 2.074572 0.360742 0.009 -0.766 0.904 -0.7678
H -1.181429 6.721296 1.857931 0.168 -0.171 0.094 0.2953
H -0.282868 5.348813 2.690505 -0.037 -0.005 -0.698 0.1779
H -0.851876 6.626590 3.634126 -0.250 0.437 -0.094 0.4171
H -3.278207 5.913806 3.266935 0.128 0.155 0.340 0.2940
H -2.289216 4.462113 3.698483 0.020 0.445 0.589 0.3666
H -5.100311 1.637436 1.234990 -0.092 0.493 0.230 0.4309
H -3.888682 1.307540 0.100041 0.267 0.377 -0.436 0.1068
H -5.383531 2.161367 -0.410250 0.471 0.646 -0.079 0.2993
C -2.469596 -2.806481 -5.522967 0.786 -0.276 0.365 -1.4070
C -1.601208 -2.233158 -4.370787 -0.452 -0.714 -1.453 -0.0566
O -2.393505 -1.752069 -3.321103 -1.620 0.745 1.607 -0.1600
C -2.621710 -2.421948 -2.160061 2.129 1.640 1.327 0.6692
O -2.196973 -3.497845 -1.865494 -0.491 -0.738 -0.374 -0.5762
O -3.094881 -1.515363 -1.246670 -0.475 1.143 -3.062 -0.1694
C -3.148367 -1.742837 0.118073 0.649 -1.387 1.303 -0.0118
H -3.072221 -3.663689 -5.222727 -0.040 0.115 0.110 0.3662
H -1.788057 -3.147609 -6.302213 0.090 -0.133 -0.034 0.4142
H -3.088431 -2.048844 -6.003733 -0.101 0.091 0.386 0.3043
H -1.116470 -1.365212 -4.817765 0.162 0.171 0.416 0.1805
H -0.829484 -2.905623 -3.996174 -0.198 -0.240 -0.084 0.3546
H -3.184686 -0.850951 0.743634 -0.438 0.569 -0.842 0.2010
H -2.186105 -2.140199 0.440941 -0.242 -0.755 0.075 -0.2192
H -4.013750 -2.366184 0.343130 0.269 -0.204 0.323 0.1314
C 0.173747 -6.393470 2.619704 -1.751 -0.089 -0.321 -1.4822
C -0.968847 -5.378853 2.702848 1.648 -0.186 0.807 0.3973
O -2.094259 -5.797330 1.963725 -1.054 0.539 0.174 -0.2996
C -3.207363 -5.032129 2.125347 0.148 1.656 1.201 0.8876
O -3.356948 -4.079539 2.900096 0.549 -2.109 -1.566 -0.6209
O -4.107143 -5.484691 1.272345 0.117 -0.309 0.261 -0.3365
C -5.433140 -4.965875 1.244589 -0.596 -0.577 -0.525 -0.6950
H -0.190739 -7.326611 3.049260 0.267 -0.147 0.031 0.4390
H 0.961599 -5.981217 3.250121 0.373 -0.236 -0.529 0.3865
H 0.347679 -6.558579 1.556418 0.856 -0.051 0.167 0.3472
H -0.546206 -4.463229 2.289205 -0.614 0.324 0.302 -0.1521
H -1.152394 -5.311928 3.775199 -0.658 0.620 -0.153 0.3403
H -5.853592 -4.530388 2.151050 0.798 0.254 0.109 0.3517
H -6.042544 -5.847369 1.045368 -0.058 0.057 -0.157 0.2758
H -5.507578 -4.310562 0.376752 -0.089 0.221 0.251 0.2425
C 4.205527 1.515777 2.580997 0.157 -0.987 0.682 -1.0154
C 4.763410 0.411000 1.642057 0.227 2.429 -1.099 0.3401
O 5.412104 -0.752783 2.122091 0.471 -0.185 0.941 -0.1655
C 6.753613 -0.869518 2.339212 0.790 0.707 -0.678 0.6537
O 7.690446 -0.159416 1.959916 -2.537 -1.574 1.064 -0.5783
O 6.848572 -2.030462 3.041961 -0.191 0.107 -0.709 -0.3170
C 8.101598 -2.481648 3.507680 1.375 0.763 0.855 -0.7096
H 3.184242 1.281841 2.881552 0.095 -0.093 0.231 0.1202
H 4.156183 2.458704 2.036415 0.189 -0.095 -0.165 0.2872
H 4.813051 1.670387 3.472688 0.057 0.035 0.005 0.3927
H 5.432477 0.959137 0.978729 0.217 -0.463 -0.119 0.3101
H 3.895601 0.155304 1.034085 0.402 -0.840 -0.033 -0.1784
H 8.106463 -3.518027 3.845311 -0.794 0.020 -0.357 0.2606
H 8.366536 -1.885871 4.381166 -0.006 0.054 0.183 0.2956
H 8.959953 -2.359734 2.847035 -0.438 0.121 -0.606 0.3104
C -4.633152 5.132449 -2.375010 0.713 -0.616 -0.996 -1.3145
C -3.221763 5.030471 -1.799991 0.405 1.270 0.300 0.0791
O -2.610105 3.779327 -2.016749 0.357 -2.732 -0.087 -0.2599
C -1.251369 3.638189 -2.067860 -0.801 1.723 -0.108 0.8085
O -0.463587 4.517986 -1.850733 -0.300 0.265 0.331 -0.6077
O -0.805666 2.461361 -2.446957 -0.403 -0.640 0.247 -0.2520
C -1.621139 1.381464 -2.884261 0.721 -1.285 -0.229 -0.1227
H -5.047360 6.121427 -2.178948 0.188 0.012 -0.138 0.3605
H -5.390426 4.398070 -2.100517 0.378 -0.166 0.647 0.2695
H -4.486646 4.959500 -3.441186 -0.428 0.408 -0.286 0.3632
H -3.253454 5.319564 -0.749511 0.425 -0.362 0.108 -0.1428
H -2.518606 5.672542 -2.330492 -0.529 0.899 0.155 0.5404
H -2.514345 1.129308 -2.312688 -0.130 0.763 -0.144 0.1994
H -0.986340 0.505718 -2.749392 0.095 -0.002 0.209 -0.3295
H -1.731487 1.420569 -3.967951 -0.656 0.401 0.077 0.4015
C 1.553433 -1.144067 -3.005615 0.806 0.189 -0.303 -1.0501
C 2.340342 -0.240228 -2.090816 0.124 0.268 0.803 0.6887
O 3.232876 0.628625 -2.829214 -0.489 0.073 -0.968 -0.3258
C 4.458740 0.842779 -2.429678 3.194 -0.273 2.316 0.7515
O 4.948744 0.447945 -1.330668 -1.309 1.412 -3.894 -0.6119
O 5.142656 1.562948 -3.418674 -2.456 -0.439 0.924 -0.3643
C 6.565288 1.785728 -3.321554 -1.314 -0.843 1.625 -0.5877
H 0.815175 -0.597253 -3.592195 -0.011 -0.122 0.099 0.2251
H 1.102872 -1.925129 -2.393212 -0.257 0.086 -0.113 0.2023
H 2.275881 -1.602717 -3.680740 -0.191 -0.227 -0.185 0.4337
H 2.936705 -0.826465 -1.391683 0.058 0.084 0.022 0.2825
H 1.656680 0.395496 -1.528179 0.139 0.122 0.106 -0.4325
H 6.887885 0.753471 -3.457422 1.390 0.583 -0.224 0.2740
H 6.743858 2.147894 -2.309099 0.460 -0.267 0.057 0.2744
H 6.865525 2.584955 -3.999182 -0.208 -0.630 -0.391 0.2149
C 0.634840 2.516971 1.070989 0.680 -0.498 -0.562 0.0490
C 0.228940 1.498453 2.110080 -1.049 0.240 0.106 -0.4186
O 0.992465 0.288183 2.138512 0.845 -1.970 -0.724 -0.3034
C 0.716026 -0.756468 1.314266 -1.786 1.067 -0.533 0.5287
O -0.176955 -0.661945 0.449708 2.453 -1.154 1.647 -0.1795
O 1.489868 -1.842827 1.659117 -1.439 1.606 -0.790 -0.3141
C 1.280695 -3.034566 0.863346 0.330 0.416 -0.193 -0.2165
H -0.164587 3.217521 0.829647 0.102 0.350 0.636 0.0640
H 0.719639 1.999091 0.115633 0.234 -0.250 -0.075 -0.3483
H 1.598442 2.988029 1.265082 -0.195 0.244 0.037 0.2428
H -0.829339 1.346015 1.898192 -0.051 -0.815 0.238 0.2653
H 0.309110 1.768333 3.163088 0.011 0.663 -0.222 0.2954
H 0.235392 -3.339100 0.811426 0.066 0.154 0.200 -0.0952
H 1.918348 -3.786366 1.328442 -0.234 0.041 -0.017 0.3231
H 1.624161 -2.860072 -0.156299 0.041 0.031 0.002 0.0396

---

Record 6
23
Properties=species:S:1:pos:R:3:forces:R:3:nbo_charge:R:1 method="wB97M-V/def2-TZVPD" total_energy_ev=-13032.010 e_above_lowest_kj_mol=292.1 largest_force_ev_per_a=2.83 homo_ev=-8.147 homo_lumo_gap_ev=8.63 smiles="C/C=C/N.O.O.O.O"
C 2.356865 0.539834 0.812477 -0.943 -0.296 0.636 -0.6465
C 0.956281 1.006675 1.183333 -0.108 0.020 -1.132 -0.3189
C 0.229256 1.838925 0.436305 -0.467 0.321 -0.017 0.0104
N -1.095183 2.232748 0.690074 0.948 -0.655 -0.621 -0.8219
H 2.560313 0.555526 -0.257409 -0.068 0.111 -0.030 0.2129
H 3.109047 1.138174 1.324510 0.154 -0.186 0.057 0.2162
H 2.378707 -0.497616 1.161447 0.644 0.078 -0.137 0.2182
H 0.428125 0.513119 1.991898 0.326 0.079 0.364 0.1927
H 0.575033 2.267642 -0.502116 0.392 -0.043 0.209 0.1887
H -1.238709 3.201011 0.460659 -0.506 -0.028 0.422 0.3805
H -1.471284 1.841315 1.534397 -0.306 0.530 0.214 0.3714
O -2.216382 -1.171535 2.700376 0.137 0.055 -0.220 -0.9754
H -1.620408 -1.066986 1.929259 -0.137 0.207 0.339 0.4901
H -2.155583 -0.354730 3.199435 -0.005 0.000 0.071 0.4627
O -0.068931 -1.785567 -4.024270 0.531 -0.002 0.253 -0.9256
H 0.070381 -0.920056 -4.421427 -0.490 -0.094 -0.514 0.4842
H -1.005418 -1.976045 -3.926408 -0.165 0.314 -0.255 0.4929
O -0.872076 -1.844894 0.471099 1.349 1.490 1.991 -1.0822
H -1.492820 -2.443416 0.862707 -0.309 -0.789 -1.508 0.5370
H -0.456653 -1.482305 -0.320311 -1.372 -1.192 -0.848 0.5447
O 0.276029 -0.437179 -1.769589 -1.548 1.387 -0.202 -1.1117
H 0.167929 -0.824956 -2.654147 0.914 -1.209 1.014 0.5424
H 0.585481 -0.329685 -0.882301 1.031 -0.100 -0.084 0.5372